{
  "formula": "C4H8N4",
  "method": "wB97M-V/def2-TZVPD",
  "species": ["C", "C", "C", "C", "N", "N", "N", "N", "H", "H", "H", "H", "H", "H", "H", "H"],
  "coordinates": [[-0.1775, 1.0247, 0.6836], [0.0171, 1.6229, -0.5121], [-0.4210, -1.4445, 1.2323], [0.2437, -2.0308, 0.0080], [-1.1250, -1.6822, 2.1880], [0.6783, 1.9890, 1.3579], [0.9038, 2.6249, 0.0874], [-0.4494, 1.8903, -1.7840], [1.2153, -2.0473, 0.3022], [-0.0519, -1.3692, -0.8770], [-0.0511, -3.1323, -0.1390], [-1.4069, -2.4610, 2.6809], [1.5676, 1.6151, 1.8179], [0.5852, 3.5767, -0.1729], [-0.2665, 2.7508, -2.2693], [-0.6212, 1.1294, -2.3789]],
  "homo_ev": [-6.755, -6.756],
  "fmax_ev_per_a": 4.03,
  "total_energy_ha": -375.95672,
  "orbital_gap_ev": [7.097, 7.099],
  "relative_energy_kj_mol": 766.0
}

{
  "formula": "C4H8N4",
  "method": "wB97M-V/def2-TZVPD",
  "species": ["H", "N", "C", "N", "C", "N", "N", "C", "C", "H", "H", "H", "H", "H", "H", "H"],
  "coordinates": [[-4.0899, -1.4388, 0.2378], [-3.7400, -0.4580, 0.0920], [-2.5200, -0.4149, -0.1236], [-1.9036, 0.8520, -0.1725], [-0.5640, 0.9813, -0.1966], [0.2521, 0.0015, -0.1033], [1.5675, 0.4852, -0.4169], [2.4165, 0.0728, 0.7319], [2.5082, -0.7424, -0.5182], [-1.8485, -1.2700, 0.0295], [-2.3779, 1.7379, -0.2761], [-0.2613, 2.0270, -0.1307], [3.1988, 0.8805, 0.8212], [1.8323, -0.3491, 1.6533], [3.4801, -0.5531, -1.0616], [2.0496, -1.8118, -0.5662]],
  "homo_ev": -8.628,
  "fmax_ev_per_a": 3.01,
  "smiles": "[H]/N=C/N/C=N/N1CC1",
  "total_energy_ha": -376.12232,
  "orbital_gap_ev": 9.667,
  "relative_energy_kj_mol": 331.2
}

{
  "formula": "C4H8N4",
  "method": "wB97M-V/def2-TZVPD",
  "species": ["N", "C", "N", "C", "C", "C", "N", "N", "H", "H", "H", "H", "H", "H", "H", "H"],
  "coordinates": [[-0.0402, 0.6242, -0.6008], [0.2087, 0.1322, 0.5286], [0.5587, 0.1841, -1.7295], [-1.8765, -0.7955, -0.2470], [0.3391, -0.2646, 1.7634], [-2.9896, -0.4404, 0.3329], [2.4887, 1.1658, 0.4198], [3.0307, 0.7035, -0.5319], [1.5476, -0.0791, -1.6044], [0.4363, 0.8739, -2.4582], [4.0842, 0.8348, -0.5800], [-1.6128, -1.4990, -1.0262], [-0.2937, -1.0501, 2.1530], [1.0940, 0.1852, 2.3945], [-3.9428, -0.9328, 0.1150], [-3.0325, 0.3580, 1.0709]],
  "homo_ev": [-8.296, -6.911],
  "fmax_ev_per_a": 2.34,
  "total_energy_ha": -375.93808,
  "orbital_gap_ev": [8.901, 6.832],
  "relative_energy_kj_mol": 814.9
}

{
  "formula": "C4H8N4",
  "method": "wB97M-V/def2-TZVPD",
  "species": ["H", "N", "C", "N", "C", "N", "N", "C", "C", "H", "H", "H", "H", "H", "H", "H"],
  "coordinates": [[-3.1078, 0.3521, -1.2354], [-3.3136, 0.1187, -0.2190], [-2.2967, -0.4798, 0.4082], [-1.1915, -1.1910, -0.0678], [0.0011, -0.8004, -0.0008], [0.6315, 0.4223, 0.5916], [-0.3392, 1.6125, 0.0800], [1.9540, 0.4245, -0.1144], [2.8851, -0.5918, 0.0833], [-2.6694, -0.7240, 1.5562], [0.7850, -1.4705, -0.4431], [-0.8619, 1.0344, -0.6770], [-0.8150, 2.1322, 0.9771], [2.0571, 1.3523, -0.9943], [2.3662, -1.6092, 0.4640], [3.9150, -0.5824, -0.4087]],
  "homo_ev": -9.554,
  "fmax_ev_per_a": 5.27,
  "smiles": "[H]/N=C\\N=C/N(N)C=C",
  "total_energy_ha": -376.01824,
  "orbital_gap_ev": 10.150,
  "relative_energy_kj_mol": 604.4
}

{
  "formula": "C4H8N4O2S",
  "method": "wB97M-V/def2-TZVPD",
  "species": ["C", "C", "C", "C", "N", "N", "N", "N", "O", "O", "S", "H", "H", "H", "H", "H", "H", "H", "H"],
  "coordinates": [[0.3310, -0.3810, 0.0285], [-0.1553, -2.0275, 1.3941], [0.7695, 0.1562, 2.3827], [-1.1843, 1.2387, -2.3570], [-0.1080, -1.2447, -0.8016], [-0.2762, -2.3629, 0.0666], [0.2276, -0.7192, 1.3360], [0.7729, 0.7986, -0.4963], [-0.2533, -2.6715, 2.3990], [0.9877, 2.6895, -2.0887], [0.6680, 1.2687, -2.1455], [0.8962, 1.1763, 1.8410], [0.0208, 0.0192, 3.2015], [1.6871, -0.1582, 2.7789], [-1.4959, 1.6165, -3.3258], [-1.6448, 2.0162, -1.7005], [-1.5824, 0.2311, -2.3206], [-0.7281, -3.1342, -0.3735], [1.0676, 1.4882, 0.1811]],
  "homo_ev": -8.597,
  "fmax_ev_per_a": 2.87,
  "total_energy_ha": -924.86148,
  "orbital_gap_ev": 9.188,
  "relative_energy_kj_mol": 0.0
}

{
  "formula": "C4H8N4OS",
  "method": "wB97M-V/def2-TZVPD",
  "species": ["C", "C", "C", "N", "N", "C", "S", "N", "N", "O", "H", "H", "H", "H", "H", "H", "H", "H"],
  "coordinates": [[-1.4542, 1.7739, 0.9220], [-1.3010, 0.4154, 0.3615], [-2.3583, -0.3536, -0.2080], [-1.9980, -1.4357, -0.7948], [-0.6413, -1.5306, -0.5171], [-0.2120, -0.3908, 0.1030], [1.9424, -0.2841, 0.2211], [2.2853, -1.6838, 0.4292], [2.3234, 0.1136, -1.4003], [2.3501, 0.8095, 0.9839], [-2.4732, 2.2437, 0.9137], [-1.0891, 1.8115, 2.0195], [-0.6916, 2.5364, 0.4514], [-3.3492, 0.1132, -0.3591], [-0.0044, -2.3461, -0.7673], [2.8478, -1.9462, 1.2219], [1.7496, 0.8511, -1.5419], [2.0738, -0.6974, -2.0389]],
  "homo_ev": -9.084,
  "fmax_ev_per_a": 5.02,
  "smiles": "Cc1cn[nH]c1[S@@](=N)(N)=O",
  "total_energy_ha": -849.53414,
  "orbital_gap_ev": 9.686,
  "relative_energy_kj_mol": 171.7
}

{
  "formula": "C4H8N4OS2",
  "method": "wB97M-V/def2-TZVPD",
  "species": ["C", "C", "C", "C", "N", "N", "N", "N", "O", "S", "S", "H", "H", "H", "H", "H", "H", "H", "H"],
  "coordinates": [[2.7962, 0.0802, -0.1388], [1.9402, -0.9441, -0.2343], [-1.7631, 0.1972, 0.2279], [0.5503, -1.1103, 0.3503], [-3.9329, 0.8699, -0.3751], [-3.9961, -1.7883, 0.6640], [-2.6896, 1.0434, -0.2358], [-2.2799, 2.3587, -0.2038], [-6.0702, -0.4567, -0.2472], [-0.1016, 0.5444, 0.5046], [-4.6793, -0.5988, 0.1170], [3.8451, -0.1461, -0.3537], [2.4757, 1.0571, 0.2052], [2.2954, -1.9010, -0.6565], [-2.2028, -0.6778, 0.5012], [0.7510, -1.5269, 1.2742], [0.0990, -1.9274, -0.2290], [-1.3664, 2.3741, -0.6148], [-2.8604, 3.1763, -0.3509]],
  "homo_ev": -8.371,
  "fmax_ev_per_a": 5.82,
  "total_energy_ha": -1247.58441,
  "orbital_gap_ev": 8.010,
  "relative_energy_kj_mol": 130.2
}

{
  "formula": "C4H8NO",
  "method": "wB97M-V/def2-TZVPD",
  "species": ["O", "C", "C", "C", "C", "N", "H", "H", "H", "H", "H", "H", "H", "H"],
  "coordinates": [[-1.7767, 0.2530, 0.5703], [-1.1101, -0.1029, -0.5373], [-0.2368, -1.2725, -0.3998], [0.9124, -1.0425, 0.2367], [1.1513, 0.4149, 0.3973], [0.1476, 1.1740, -0.4042], [-2.0294, -0.3670, 1.2133], [-1.6496, 0.1024, -1.4543], [-0.4687, -2.3140, -0.6140], [1.6090, -1.8714, 0.2334], [0.9694, 0.7510, 1.4074], [2.2281, 0.7452, 0.2559], [-0.3094, 1.8187, 0.2494], [0.5630, 1.7111, -1.1541]],
  "homo_ev": -14.927,
  "fmax_ev_per_a": 2.73,
  "smiles": "O[C@@H]1C=CC[NH2+]1",
  "total_energy_ha": -286.89665,
  "total_charge": 1,
  "orbital_gap_ev": 11.262,
  "relative_energy_kj_mol": 120.3
}